Entry 1:
{"formula": "C40H62AuClGeN4P3", "method": "ωB97M-V/def2-TZVPD", "molar_mass_da": 996.92, "homo_energy_ev": [-12.601, -12.632], "spin_multiplicity": 4, "s2": 3.84, "homo_lumo_gap_ev": [8.2, 5.2], "total_charge": 2, "elements": ["Au", "C", "C", "C", "P", "C", "N", "Ge", "N", "C", "P", "C", "C", "C", "C", "C", "C", "C", "C", "C", "C", "C", "C", "N", "C", "C", "C", "C", "C", "C", "C", "C", "C", "C", "C", "C", "N", "C", "P", "C", "C", "C", "C", "C", "C", "C", "C", "C", "H", "H", "H", "H", "H", "H", "H", "H", "H", "H", "H", "H", "H", "H", "H", "H", "H", "H", "H", "H", "H", "H", "H", "H", "H", "H", "H", "H", "H", "H", "H", "H", "H", "H", "H", "H", "H", "H", "H", "H", "H", "H", "H", "H", "H", "H", "H", "H", "H", "H", "H", "H", "H", "H", "H", "H", "H", "H", "H", "H", "Cl", "C", "H", "H"], "positions_angstrom": [[-0.649, 2.361, 0.246], [-0.705, 4.297, 3.525], [0.051, 3.022, 3.920], [1.558, 3.284, 3.956], [-0.525, 1.642, 2.829], [0.314, 0.126, 3.477], [0.382, -0.969, 2.512], [-0.323, -0.681, 0.360], [1.351, -0.821, -0.526], [2.044, 0.300, -1.131], [1.600, 1.929, -0.426], [2.891, 2.250, 0.861], [3.230, 0.960, 1.619], [4.178, 2.915, 0.368], [1.828, 3.041, -1.885], [3.135, 2.897, -2.670], [1.525, 4.508, -1.537], [1.990, -2.056, -0.510], [3.224, -2.316, -1.120], [3.886, -3.517, -0.900], [3.346, -4.486, -0.066], [2.090, -4.273, 0.475], [1.400, -3.100, 0.202], [-0.038, -2.885, 0.611], [-0.230, -3.218, 2.040], [-0.732, -4.410, 2.511], [-0.749, -4.691, 3.879], [-0.261, -3.766, 4.804], [0.147, -2.532, 4.367], [0.135, -2.206, 2.982], [-0.950, -3.585, -0.341], [-0.960, -4.949, -0.524], [-1.913, -5.553, -1.345], [-2.880, -4.785, -2.006], [-2.825, -3.421, -1.929], [-1.814, -2.781, -1.154], [-1.547, -1.478, -1.198], [-2.268, -0.544, -2.049], [-1.031, 0.517, -2.979], [-2.131, 1.444, -4.163], [-3.293, 2.084, -3.400], [-2.653, 0.693, -5.389], [-0.158, -0.831, -3.910], [-0.988, -1.975, -4.496], [0.780, -0.216, -4.957], [-2.252, 1.367, 3.429], [-2.804, 0.013, 2.967], [-2.397, 1.509, 4.950], [-0.386, 5.129, 4.156], [-0.488, 4.562, 2.485], [-1.788, 4.196, 3.633], [-0.264, 2.715, 4.916], [1.882, 3.853, 3.084], [1.784, 3.893, 4.833], [2.167, 2.380, 4.030], [1.315, 0.410, 3.805], [-0.264, -0.144, 4.359], [3.122, 0.216, -1.006], [1.851, 0.365, -2.201], [2.388, 2.926, 1.543], [3.917, 0.337, 1.040], [3.735, 1.213, 2.556], [2.354, 0.352, 1.847], [4.678, 2.309, -0.394], [4.013, 3.913, -0.034], [4.869, 3.011, 1.213], [1.011, 2.687, -2.517], [3.930, 3.505, -2.240], [3.489, 1.864, -2.733], [2.973, 3.248, -3.693], [2.278, 4.931, -0.868], [1.522, 5.111, -2.449], [0.548, 4.627, -1.060], [3.680, -1.574, -1.763], [4.846, -3.693, -1.375], [3.885, -5.401, 0.150], [1.659, -5.025, 1.126], [-1.128, -5.152, 1.838], [-1.130, -5.647, 4.216], [-0.226, -4.013, 5.861], [0.511, -1.801, 5.079], [-0.215, -5.573, -0.055], [-1.905, -6.630, -1.458], [-3.648, -5.267, -2.602], [-3.538, -2.824, -2.482], [-2.918, -1.034, -2.769], [-2.870, 0.133, -1.432], [-1.481, 2.251, -4.504], [-4.064, 1.342, -3.162], [-2.978, 2.562, -2.468], [-3.760, 2.850, -4.025], [-3.308, -0.136, -5.104], [-3.251, 1.385, -5.991], [-1.859, 0.311, -6.030], [0.449, -1.275, -3.117], [-1.671, -1.651, -5.278], [-0.305, -2.705, -4.942], [-1.562, -2.502, -3.730], [0.230, 0.106, -5.846], [1.318, 0.658, -4.578], [1.520, -0.952, -5.282], [-2.823, 2.153, 2.945], [-2.287, -0.820, 3.468], [-3.863, -0.050, 3.230], [-2.724, -0.119, 1.892], [-1.660, 0.916, 5.505], [-2.328, 2.545, 5.285], [-3.386, 1.141, 5.239], [-3.911, 2.002, 0.552], [-2.570, 3.177, 0.384], [-2.646, 3.892, 1.199], [-2.729, 3.697, -0.563]]}

---

Entry 2:
{"formula": "C40H63N10O5SSbY", "method": "ωB97M-V/def2-TZVPD", "molar_mass_da": 1006.74, "homo_energy_ev": -8.305, "spin_multiplicity": 1, "homo_lumo_gap_ev": 6.2, "total_charge": 1, "elements": ["Y", "N", "C", "C", "C", "C", "N", "C", "N", "N", "C", "O", "O", "H", "H", "H", "H", "H", "H", "H", "H", "H", "H", "H", "H", "H", "H", "C", "O", "C", "C", "C", "C", "C", "C", "O", "C", "O", "C", "H", "H", "H", "H", "H", "H", "H", "H", "H", "C", "Sb", "C", "C", "H", "H", "H", "H", "H", "H", "H", "H", "H", "C", "C", "C", "C", "C", "C", "N", "C", "C", "C", "C", "C", "C", "H", "H", "H", "H", "H", "H", "H", "H", "H", "H", "C", "C", "N", "C", "N", "C", "C", "C", "N", "C", "H", "H", "H", "H", "H", "H", "H", "H", "H", "H", "H", "H", "H", "C", "N", "C", "S", "N", "C", "H", "H", "H", "H", "H", "H", "H", "H"], "positions_angstrom": [[0.134, -0.117, -0.533], [-2.872, 0.850, 2.163], [-1.867, 0.964, 3.214], [-1.684, 2.390, 3.728], [-0.502, 2.669, 4.675], [-0.163, 1.674, 5.797], [-1.292, 1.063, 6.521], [-1.561, -0.238, 6.548], [-0.908, -1.081, 5.761], [-2.512, -0.686, 7.386], [-0.513, 0.379, 2.801], [0.119, -0.242, 3.687], [-0.016, 0.651, 1.667], [-2.536, 1.238, 1.287], [-3.718, 1.347, 2.413], [-2.209, 0.344, 4.037], [-2.627, 2.680, 4.199], [-1.556, 3.044, 2.860], [-0.661, 3.655, 5.115], [0.409, 2.744, 4.078], [0.448, 2.184, 6.538], [0.437, 0.873, 5.391], [-1.845, 1.665, 7.105], [-0.499, -0.748, 4.861], [-1.177, -2.053, 5.780], [-2.936, -0.087, 8.069], [-2.774, -1.654, 7.388], [5.127, -3.678, -3.957], [3.925, -4.245, -4.478], [2.773, -3.756, -4.011], [1.606, -4.356, -4.561], [0.390, -3.941, -4.136], [0.241, -2.918, -3.151], [-1.035, -2.545, -2.660], [-2.282, -3.177, -3.225], [-1.212, -1.701, -1.742], [1.422, -2.290, -2.643], [1.372, -1.329, -1.807], [2.688, -2.750, -3.083], [5.942, -4.202, -4.441], [5.190, -3.819, -2.876], [5.192, -2.613, -4.185], [1.720, -5.133, -5.311], [-0.493, -4.406, -4.560], [-2.378, -2.937, -4.289], [-3.154, -2.800, -2.694], [-2.249, -4.264, -3.128], [3.555, -2.252, -2.662], [-3.621, -2.744, 1.994], [-1.610, -2.515, 1.227], [-0.705, -3.600, 2.871], [-1.707, -4.329, 0.078], [-3.732, -3.711, 2.499], [-4.331, -2.696, 1.157], [-3.856, -1.921, 2.682], [-1.488, -4.109, 3.449], [-0.108, -2.946, 3.514], [-0.054, -4.350, 2.420], [-1.900, -5.163, 0.755], [-0.749, -4.478, -0.432], [-2.509, -4.277, -0.667], [0.110, 3.033, -5.253], [-0.453, 1.861, -4.770], [0.005, 1.294, -3.586], [1.023, 1.892, -2.833], [1.595, 3.068, -3.345], [1.145, 3.625, -4.532], [1.365, 1.376, -1.577], [2.706, 1.290, -1.197], [3.012, 1.146, 0.166], [4.323, 0.990, 0.599], [5.372, 0.968, -0.306], [5.081, 1.098, -1.662], [3.777, 1.254, -2.106], [-0.239, 3.470, -6.180], [-1.238, 1.366, -5.332], [-0.421, 0.353, -3.255], [2.382, 3.557, -2.778], [1.605, 4.536, -4.899], [2.211, 1.193, 0.893], [4.531, 0.905, 1.661], [6.395, 0.857, 0.032], [5.887, 1.072, -2.389], [3.575, 1.329, -3.166], [-5.570, 1.011, -2.376], [-4.612, -0.152, -2.447], [-3.428, 0.158, -1.652], [-2.878, 1.399, -1.532], [-1.706, 1.537, -0.931], [-1.187, 2.901, -0.713], [-2.267, 3.956, -0.698], [-3.049, 3.792, -1.977], [-3.616, 2.444, -2.004], [-4.818, 2.245, -2.818], [-5.918, 1.143, -1.349], [-6.434, 0.843, -3.019], [-4.355, -0.346, -3.494], [-5.061, -1.057, -2.042], [-2.793, -0.607, -1.504], [-0.465, 3.155, -1.484], [-0.644, 2.897, 0.233], [-1.821, 4.950, -0.632], [-2.943, 3.821, 0.156], [-2.396, 3.957, -2.840], [-3.874, 4.498, -2.039], [-4.555, 2.161, -3.878], [-5.438, 3.132, -2.707], [3.535, -4.268, 3.584], [3.224, -3.624, 2.304], [2.527, -2.483, 2.139], [1.616, -2.247, 0.729], [2.598, -1.541, 3.078], [3.695, -1.334, 4.022], [3.108, -5.270, 3.594], [3.091, -3.712, 4.406], [4.608, -4.349, 3.750], [3.174, -4.219, 1.496], [1.958, -0.781, 2.929], [4.556, -1.927, 3.730], [3.416, -1.589, 5.044], [3.989, -0.286, 3.996]]}

---

Entry 3:
{"formula": "C40H64BGeN10RhSSi4", "method": "ωB97M-V/def2-TZVPD", "molar_mass_da": 1015.76, "homo_energy_ev": [-12.714, -12.712], "spin_multiplicity": 1, "homo_lumo_gap_ev": [5.0, 5.0], "total_charge": 2, "elements": ["Rh", "C", "C", "C", "C", "N", "N", "B", "N", "C", "C", "C", "C", "N", "N", "C", "C", "C", "C", "N", "N", "C", "C", "C", "C", "N", "H", "H", "H", "H", "H", "H", "H", "H", "H", "H", "H", "H", "H", "H", "H", "H", "H", "H", "H", "H", "C", "C", "C", "C", "C", "C", "Si", "C", "C", "C", "C", "C", "C", "H", "H", "H", "H", "H", "H", "H", "H", "H", "H", "H", "C", "Si", "C", "C", "Ge", "Si", "C", "C", "C", "Si", "C", "C", "C", "H", "H", "H", "H", "H", "H", "H", "H", "H", "H", "H", "H", "H", "H", "H", "H", "H", "H", "H", "H", "H", "H", "H", "H", "H", "H", "H", "S", "C", "N", "C", "C", "N", "H", "H", "H", "H", "H", "H"], "positions_angstrom": [[-0.392, -0.235, -0.336], [2.336, 1.991, -1.760], [1.218, 1.575, -2.646], [0.974, 1.967, -3.965], [-0.182, 1.312, -4.331], [-0.591, 0.562, -3.296], [0.265, 0.723, -2.268], [-1.832, -0.335, -3.158], [-2.740, 0.248, -2.062], [-3.925, 0.862, -2.205], [-4.559, 0.861, -0.983], [-3.667, 0.242, -0.102], [-3.893, -0.056, 1.337], [-2.564, -0.109, -0.770], [-1.394, -1.762, -2.707], [-1.740, -2.907, -3.318], [-1.119, -3.947, -2.668], [-0.386, -3.345, -1.643], [0.567, -4.058, -0.753], [-0.578, -2.026, -1.668], [-2.590, -0.511, -4.452], [-2.122, -0.894, -5.671], [-3.181, -1.343, -6.415], [-4.303, -1.217, -5.565], [-5.729, -1.553, -5.825], [-3.919, -0.735, -4.399], [3.247, 2.117, -2.337], [2.485, 1.258, -0.967], [2.115, 2.952, -1.303], [1.563, 2.636, -4.561], [-0.739, 1.348, -5.248], [-4.238, 1.278, -3.141], [-5.530, 1.252, -0.745], [-4.792, -0.663, 1.445], [-4.049, 0.866, 1.894], [-3.044, -0.589, 1.757], [-2.397, -2.945, -4.165], [-1.175, -4.994, -2.892], [0.052, -4.785, -0.129], [1.111, -3.352, -0.122], [1.282, -4.608, -1.363], [-1.078, -0.842, -5.914], [-3.170, -1.704, -7.426], [-5.913, -1.647, -6.891], [-6.372, -0.781, -5.407], [-5.988, -2.497, -5.344], [-2.486, 3.710, 4.462], [-2.583, 2.344, 4.258], [-1.944, 1.751, 3.178], [-1.209, 2.507, 2.274], [-1.123, 3.883, 2.494], [-1.750, 4.481, 3.574], [-0.310, 1.906, 0.686], [-0.975, 3.244, -0.507], [-2.343, 3.347, -0.732], [-2.878, 4.439, -1.396], [-2.048, 5.457, -1.835], [-0.684, 5.379, -1.602], [-0.155, 4.275, -0.952], [-2.981, 4.176, 5.302], [-3.168, 1.740, 4.937], [-1.998, 0.680, 3.057], [-0.553, 4.505, 1.816], [-1.675, 5.550, 3.715], [1.117, 2.366, 0.990], [-3.013, 2.593, -0.350], [-3.946, 4.504, -1.552], [-2.459, 6.323, -2.332], [-0.030, 6.185, -1.906], [0.907, 4.261, -0.745], [1.276, -4.694, 2.392], [0.253, -3.104, 2.576], [-1.337, -2.825, 1.572], [-0.180, -2.936, 4.413], [1.654, -0.977, 0.741], [3.090, -1.698, -1.825], [4.343, -0.397, -2.428], [4.096, -3.224, -1.288], [2.013, -2.062, -3.344], [3.961, -1.114, 2.060], [5.204, -0.157, 0.984], [4.343, -2.976, 2.162], [4.052, -0.406, 3.817], [0.589, -5.537, 2.321], [1.873, -4.840, 3.289], [1.937, -4.737, 1.533], [-2.184, -2.738, 2.252], [-1.554, -3.633, 0.879], [-1.280, -1.902, 0.981], [-0.633, -3.868, 4.752], [-0.889, -2.132, 4.588], [0.690, -2.752, 5.038], [4.688, 0.313, -1.685], [3.924, 0.156, -3.266], [5.215, -0.939, -2.794], [4.923, -2.950, -0.638], [4.524, -3.641, -2.201], [3.525, -4.014, -0.808], [1.253, -1.300, -3.494], [1.522, -3.030, -3.319], [2.673, -2.043, -4.212], [5.517, -0.727, 0.114], [6.096, 0.055, 1.571], [4.800, 0.797, 0.649], [3.799, -3.569, 1.434], [4.114, -3.358, 3.153], [5.405, -3.141, 1.988], [3.868, 0.665, 3.850], [5.058, -0.585, 4.197], [3.352, -0.890, 4.492], [0.910, -0.090, 3.350], [1.151, 1.262, 4.320], [0.766, 1.335, 5.591], [1.072, 2.623, 6.199], [1.731, 3.388, 5.035], [1.800, 2.379, 3.979], [0.295, 0.597, 6.083], [1.745, 2.484, 7.047], [0.156, 3.104, 6.547], [2.731, 3.744, 5.282], [1.122, 4.234, 4.713], [1.911, 2.633, 3.011]]}

---

Entry 4:
{"formula": "C40H65CsGeI2N3O11S2Si3", "method": "ωB97M-V/def2-TZVPD", "molar_mass_da": 1371.68, "homo_energy_ev": [-0.670, -0.661], "spin_multiplicity": 2, "s2": 0.75, "homo_lumo_gap_ev": [2.0, 1.8], "total_charge": -2, "elements": ["Cs", "C", "C", "N", "C", "C", "S", "C", "C", "S", "C", "N", "C", "H", "H", "H", "H", "H", "H", "H", "H", "O", "C", "C", "O", "C", "C", "O", "C", "O", "O", "O", "H", "H", "O", "H", "H", "O", "H", "H", "I", "I", "O", "O", "C", "C", "C", "C", "N", "C", "C", "H", "H", "H", "H", "H", "H", "H", "C", "Si", "C", "C", "Ge", "Si", "C", "C", "C", "Si", "C", "C", "C", "H", "H", "H", "H", "H", "H", "H", "H", "H", "H", "H", "H", "H", "H", "H", "H", "H", "H", "H", "H", "H", "H", "H", "H", "H", "H", "H", "C", "C", "C", "C", "C", "C", "C", "C", "C", "C", "C", "C", "O", "H", "H", "H", "H", "H", "H", "H", "H", "H", "H", "H", "H", "H", "H", "H", "H", "H"], "positions_angstrom": [[-0.608, 1.652, -1.955], [1.170, -2.019, -2.029], [0.920, -1.534, -3.389], [0.463, -0.388, -3.767], [0.239, -0.280, -5.100], [0.543, -1.407, -5.775], [1.062, -2.639, -4.756], [-0.293, 0.950, -5.741], [-0.622, 1.002, -7.074], [-1.412, 2.438, -7.442], [-1.363, 2.903, -5.785], [-0.783, 2.034, -5.046], [-2.170, 4.079, -5.400], [1.163, -1.247, -1.315], [2.095, -2.525, -2.020], [0.495, -2.827, -1.751], [0.433, -1.715, -6.815], [-0.522, 0.205, -7.811], [-3.092, 4.146, -5.986], [-1.542, 4.949, -5.555], [-2.317, 4.093, -4.340], [-3.920, -4.930, 4.800], [-3.406, -4.342, 3.910], [-2.179, -3.395, 4.037], [-1.639, -3.010, 5.003], [-1.903, -2.877, 2.682], [-2.666, -3.540, 1.647], [-2.503, -3.321, 0.464], [-3.707, -4.464, 2.376], [-4.590, -5.046, 1.842], [-1.159, -1.898, 2.562], [-1.141, -0.868, -0.513], [-0.508, -0.844, 0.241], [-1.474, -1.781, -0.393], [0.657, -0.153, 1.650], [0.097, -0.781, 2.151], [1.456, -0.669, 1.478], [2.916, 0.485, -2.239], [3.180, 1.349, -1.855], [2.993, 0.006, -1.399], [-2.813, -1.823, -4.247], [-3.909, -0.390, -6.362], [2.951, -2.103, 0.821], [3.832, -1.858, -0.304], [-4.234, -0.191, 3.878], [-3.860, 0.287, 2.476], [-4.330, -0.334, 1.299], [-3.852, 0.105, 0.065], [-3.084, 1.168, -0.100], [-2.674, 1.818, 0.984], [-2.947, 1.385, 2.273], [-4.920, -1.035, 3.720], [-4.723, 0.549, 4.478], [-3.403, -0.575, 4.413], [-4.943, -1.225, 1.345], [-4.097, -0.403, -0.882], [-2.118, 2.719, 0.794], [-2.553, 1.945, 3.121], [0.638, -4.577, 1.331], [2.359, -4.952, 2.012], [2.285, -6.141, 3.544], [3.196, -6.035, 0.729], [3.781, -3.010, 2.297], [5.486, -2.208, -0.326], [6.441, -0.915, 0.617], [5.771, -1.898, -2.156], [6.468, -3.791, -0.054], [3.255, -1.906, 4.426], [4.411, -2.937, 5.514], [1.584, -1.990, 5.271], [3.956, -0.060, 4.395], [0.189, -5.489, 0.879], [0.741, -3.822, 0.527], [0.077, -4.192, 2.199], [1.976, -7.122, 3.247], [1.658, -5.733, 4.289], [3.269, -6.247, 3.974], [3.538, -5.483, -0.175], [2.471, -6.781, 0.452], [4.116, -6.564, 1.029], [7.483, -1.070, 0.340], [6.375, -1.187, 1.704], [6.071, 0.081, 0.493], [5.292, -0.962, -2.446], [5.290, -2.622, -2.785], [6.834, -1.843, -2.467], [6.640, -3.950, 1.043], [7.386, -3.681, -0.636], [5.875, -4.594, -0.453], [4.170, -4.032, 5.367], [4.289, -2.658, 6.539], [5.460, -2.746, 5.159], [1.186, -2.970, 5.078], [0.942, -1.190, 4.877], [1.586, -1.831, 6.359], [4.726, -0.003, 3.636], [4.479, 0.191, 5.341], [3.216, 0.745, 4.144], [0.120, 6.763, -1.813], [-0.214, 5.564, -0.925], [0.891, 5.415, 0.132], [-1.633, 5.530, -0.407], [-1.946, 5.754, 0.924], [-3.275, 5.643, 1.341], [-4.231, 5.188, 0.421], [-3.974, 4.905, -0.918], [-5.112, 4.411, -1.807], [-5.030, 2.938, -2.251], [-5.266, 5.230, -3.039], [-2.599, 5.076, -1.379], [-2.368, 4.850, -2.601], [1.113, 6.649, -2.274], [0.059, 7.753, -1.394], [-0.707, 6.823, -2.630], [-0.157, 4.719, -1.620], [0.943, 6.352, 0.707], [1.810, 5.323, -0.425], [0.823, 4.633, 0.902], [-1.112, 5.840, 1.690], [-3.597, 5.684, 2.412], [-5.275, 4.998, 0.767], [-6.001, 4.469, -1.207], [-5.889, 2.471, -2.705], [-4.657, 2.222, -1.470], [-4.352, 2.890, -3.103], [-4.388, 5.083, -3.658], [-5.426, 6.265, -2.826], [-6.203, 4.903, -3.521]]}